{"formula": "C2ClFN2O", "method": "ωB97M-V/def2-TZVPD", "elements": ["C", "C", "N", "N", "O", "F", "Cl"], "xyz": [[0.62835, 0.76894, -0.18441], [-0.28039, -0.40037, 0.02012], [1.78838, 0.34987, -0.08750], [0.43818, -1.56396, 0.16593], [1.71583, -1.00092, -0.01814], [0.15640, 2.03291, 0.14312], [-1.92988, -0.23539, -0.04154]], "forces_ev_per_a": [[-5.2, 0.2, 2.8], [2.1, -1.8, -0.2], [2.8, -0.7, -0.4], [-1.3, 5.8, -1.4], [1.2, -1.3, 0.5], [1.4, -2.1, -1.5], [-1.0, -0.3, 0.2]], "homo_lumo_gap_ev": 10.71, "smiles": "Fc1nonc1Cl", "e_tot_ev": -22337.5586, "lumo_ev": -0.149, "mol_weight_g_mol": 122.486, "e_homo_ev": -10.9, "fmax_ev_per_a": 6.1}